7 unconnected molecules or ions with the total composition C31H51F3IN4O20S in a non-equilibrium geometry, computed with wB97M-V/def2-TZVPD.

XYZ file:
```
111
Properties=species:S:1:pos:R:3:forces:R:3
C 2.97791 -1.57056 1.93375 -0.536 0.112 -0.366
C 3.13580 -2.00678 0.47640 -0.082 -0.143 0.901
N 1.78943 -1.98617 -0.14509 -0.357 -0.050 -0.654
N 1.77748 -1.32930 -1.42527 -0.327 1.266 0.954
C 0.70088 -0.62331 -1.77108 0.153 -0.429 -0.305
N 0.78239 0.56651 -2.47894 0.456 -0.368 0.247
C 1.65746 1.58663 -1.80533 0.390 0.348 -0.770
C 0.93241 2.86884 -1.40427 -0.209 0.211 0.567
C 1.09682 3.16207 0.08525 -0.167 0.072 -0.324
I 3.06909 3.87914 0.48547 0.017 -0.112 0.122
N -0.50036 -1.09757 -1.44460 -0.346 -0.038 0.333
S -1.95542 -0.28639 -1.80973 -0.710 1.262 -0.914
O -2.34997 -0.59663 -3.13599 0.178 -0.780 0.000
O -1.91086 1.07645 -1.42654 0.394 -0.009 0.568
C -3.12432 -1.10576 -0.60325 0.423 0.271 0.542
F -4.31786 -1.06218 -1.14068 0.008 -0.238 -0.051
F -2.73775 -2.35700 -0.34249 -0.157 -0.079 -0.220
F -3.10196 -0.40839 0.51979 -0.017 -0.188 -0.141
H 2.55265 -0.56587 1.97547 0.273 0.113 0.075
H 3.90715 -1.64019 2.49075 0.071 0.067 -0.068
H 2.24675 -2.22380 2.40849 0.137 -0.111 0.083
H 3.84710 -1.36834 -0.04943 -0.182 0.092 -0.207
H 3.50171 -3.02522 0.48130 0.250 -0.006 -0.241
H 1.44897 -2.93360 -0.26811 0.302 -0.090 -0.193
H 2.60778 -0.76168 -1.57201 0.277 -0.468 -0.138
H 1.09810 0.39778 -3.43003 -0.368 0.105 -0.104
H 2.17213 1.14836 -0.94731 -0.195 0.002 0.146
H 2.44871 1.85048 -2.50845 0.000 -0.132 -0.027
H -0.13919 2.82836 -1.60885 0.041 -0.336 -0.113
H 1.32386 3.71074 -1.97370 -0.004 -0.027 -0.096
H 0.40559 3.92422 0.42760 0.147 0.063 0.078
H 0.94426 2.26964 0.68875 0.031 0.027 0.081
H -0.59507 -1.98236 -0.95765 0.118 0.024 0.037
C -4.85911 2.64347 1.84003 0.471 -0.128 -0.239
C -3.94620 3.60311 2.55394 -0.210 -0.112 -0.131
C -4.05442 5.04397 2.10966 -0.106 0.074 0.133
O -2.74839 5.55049 2.41203 0.003 -0.006 -0.171
C -1.88315 4.51865 2.32647 -0.069 0.076 0.189
O -0.69846 4.64023 2.30391 0.036 -0.143 -0.076
O -2.54634 3.34048 2.28176 0.016 0.084 -0.015
H -5.89090 2.90651 2.04049 -0.094 -0.032 0.030
H -4.68095 2.65617 0.76195 0.019 0.131 0.011
H -4.69381 1.62391 2.18691 -0.091 0.018 0.091
H -4.08966 3.52062 3.63389 0.063 0.049 0.024
H -4.80951 5.61181 2.64594 0.099 0.055 0.062
H -4.22504 5.13357 1.03398 -0.019 -0.054 -0.009
C -8.46163 -2.25554 1.21539 0.226 0.138 -0.157
C -8.50866 -1.32841 2.40168 -0.069 -0.194 -0.194
C -9.83144 -0.62518 2.60976 -0.069 -0.054 0.095
O -9.42590 0.58280 3.26145 -0.027 0.025 -0.115
C -8.17173 0.86810 2.84862 -0.162 0.042 0.143
O -7.63709 1.91652 3.01789 0.041 -0.103 0.000
O -7.62096 -0.20152 2.22529 -0.038 0.047 0.058
H -9.17402 -3.06984 1.34578 -0.007 0.001 0.027
H -8.70112 -1.71838 0.29686 -0.077 0.010 0.031
H -7.46624 -2.68311 1.09869 -0.018 -0.051 0.054
H -8.19902 -1.85069 3.31022 -0.007 0.046 0.044
H -10.52870 -1.17696 3.23414 0.034 0.101 0.111
H -10.31416 -0.36500 1.66461 0.027 -0.056 -0.033
C -2.46482 2.49102 -6.02953 0.245 -0.316 -0.107
C -1.60333 3.43640 -5.23408 -0.456 -0.229 -0.199
C -1.73404 4.88765 -5.63000 0.125 0.118 0.200
O -0.44095 5.39967 -5.25956 -0.070 -0.038 -0.219
C 0.44652 4.37946 -5.36978 0.130 0.073 0.068
O 1.62667 4.50893 -5.36244 -0.008 -0.062 0.087
O -0.20188 3.19398 -5.47380 -0.063 0.163 0.083
H -3.52193 2.70818 -5.87817 0.013 0.036 0.062
H -2.24140 2.56021 -7.09463 -0.003 0.108 0.008
H -2.27384 1.46186 -5.72458 -0.094 0.004 0.050
H -1.78180 3.30801 -4.16230 0.033 0.052 0.017
H -2.51734 5.41858 -5.09500 0.104 0.062 0.082
H -1.87296 5.02017 -6.70497 0.012 -0.071 -0.016
C 6.21654 -7.73170 0.04174 -0.134 0.187 -0.215
C 5.89845 -6.92379 1.27133 0.085 -0.253 -0.163
C 4.93257 -7.57022 2.23704 0.122 -0.130 0.119
O 4.31321 -6.42575 2.85331 -0.099 -0.063 -0.070
C 4.34015 -5.42881 1.95296 0.058 0.085 0.041
O 3.70779 -4.41555 2.04169 0.047 -0.304 0.094
O 5.17161 -5.71336 0.93527 -0.019 0.013 0.068
H 6.71808 -8.65754 0.32165 0.021 0.013 0.038
H 5.30605 -7.97153 -0.50956 -0.020 -0.052 0.066
H 6.86939 -7.17247 -0.62709 0.063 -0.027 0.051
H 6.81669 -6.62580 1.78173 -0.042 0.043 0.062
H 5.42596 -8.18956 2.98049 -0.028 0.161 0.138
H 4.15474 -8.14651 1.73066 0.043 0.006 -0.077
C 6.78168 -10.21028 7.99692 0.130 -0.226 -0.082
C 7.33703 -9.22743 6.99945 -0.174 -0.127 0.185
C 6.31855 -8.61351 6.06300 0.007 0.154 0.031
O 7.11247 -8.33445 4.89975 -0.205 -0.084 0.006
C 8.11756 -9.25310 4.87082 0.119 -0.028 -0.009
O 8.80130 -9.46077 3.92346 -0.008 0.037 -0.035
O 8.21274 -9.88291 6.05953 -0.015 0.099 -0.062
H 6.08396 -9.71322 8.67088 0.011 0.032 -0.003
H 6.26564 -11.02494 7.48747 -0.050 0.052 -0.025
H 7.58352 -10.64916 8.58883 -0.003 0.062 0.037
H 7.91617 -8.45117 7.50598 0.015 0.032 -0.057
H 5.86711 -7.70009 6.44132 0.090 0.075 -0.099
H 5.53367 -9.32277 5.78724 0.008 -0.045 0.070
C 1.16480 9.48802 -5.55392 0.032 0.251 -0.062
C -0.06412 9.53777 -4.68374 0.206 -0.063 -0.185
C -1.25305 8.76336 -5.20694 -0.069 -0.101 0.070
O -2.35537 9.48590 -4.64912 0.019 -0.001 -0.114
C -1.95605 10.77845 -4.50021 0.052 0.053 0.050
O -2.68391 11.68953 -4.29022 -0.017 -0.013 0.040
O -0.60959 10.86884 -4.62631 -0.091 -0.055 0.033
H 1.53512 8.46492 -5.62690 -0.019 -0.015 0.028
H 0.94096 9.85889 -6.55492 -0.048 -0.057 -0.007
H 1.95309 10.11572 -5.14026 0.010 -0.053 0.042
H 0.17829 9.23327 -3.66178 -0.061 -0.003 0.020
H -1.27019 7.72777 -4.88109 -0.084 0.044 0.106
H -1.32660 8.80585 -6.29721 0.101 0.010 -0.013
```
Positions in Å, forces in eV/Å.

Computed properties:
* Kohn-Sham gap: 7.66 eV
* LUMO level: -3.600 eV
* largest force on an atom: 1.71 eV Å⁻¹
* charge: +1
* highest occupied orbital energy: -11.3 eV

These are the Mulliken partial charges, in e, on atoms 1 to 99:
1. C -1.2565
2. C -0.1935
3. N -0.3971
4. N -0.0259
5. C 0.0375
6. N -0.1271
7. C -0.2804
8. C -0.1812
9. C -1.3738
10. I 0.0465
11. N -0.2446
12. S 1.2174
13. O -0.6876
14. O -0.4343
15. C 0.5488
16. F -0.1616
17. F -0.2485
18. F -0.1696
19. H 0.3531
20. H 0.3514
21. H 0.3181
22. H 0.4014
23. H 0.1278
24. H 0.2963
25. H 0.4364
26. H 0.2963
27. H 0.2165
28. H 0.3600
29. H 0.0446
30. H 0.3960
31. H 0.4787
32. H 0.4618
33. H 0.3736
34. C -1.2881
35. C 0.5935
36. C -0.5505
37. O -0.3368
38. C 0.6743
39. O -0.5818
40. O -0.3118
41. H 0.4104
42. H 0.2738
43. H 0.2799
44. H 0.2332
45. H 0.3166
46. H 0.3190
47. C -1.4075
48. C 0.4938
49. C -0.5434
50. O -0.3393
51. C 0.6212
52. O -0.5148
53. O -0.2751
54. H 0.3880
55. H 0.3523
56. H 0.3243
57. H 0.2537
58. H 0.3112
59. H 0.3154
60. C -1.5823
61. C 0.7710
62. C -0.5279
63. O -0.2067
64. C 0.5575
65. O -0.5530
66. O -0.4066
67. H 0.3963
68. H 0.3875
69. H 0.3310
70. H 0.0941
71. H 0.4005
72. H 0.3303
73. C -1.4549
74. C 0.5728
75. C -0.3683
76. O -0.3345
77. C 0.6264
78. O -0.4966
79. O -0.3217
80. H 0.3874
81. H 0.3596
82. H 0.3633
83. H 0.2364
84. H 0.1092
85. H 0.3058
86. C -1.4461
87. C 0.4618
88. C -0.5242
89. O -0.2623
90. C 0.6206
91. O -0.5299
92. O -0.3381
93. H 0.3756
94. H 0.3600
95. H 0.3580
96. H 0.2706
97. H 0.3655
98. H 0.3035
99. C -1.4236